[1]
C22H18N4O5S7Ti as an isolated structure. Source: the Open Molecules 2025 dataset; level of theory: wB97M-V/def2-TZVPD.

ORCA input file:
```
! wB97M-V def2-TZVPD RIJCOSX def2/J DEFGRID3
* xyz -1 2
Ti 0.119 0.222 0.926
O -2.901 0.478 -2.259
C -3.242 -0.815 -2.348
C -4.156 -1.153 -3.351
C -4.566 -2.457 -3.516
C -4.082 -3.466 -2.683
C -3.185 -3.140 -1.690
C -2.750 -1.824 -1.503
C -1.777 -1.529 -0.446
O -1.368 -0.301 -0.308
N -1.357 -2.483 0.351
N -0.501 -1.914 1.242
C 0.051 -2.639 2.129
C 0.912 -1.938 3.069
C 1.598 -2.594 4.079
C 2.360 -1.850 4.964
C 2.382 -0.473 4.830
C 1.677 0.106 3.786
N 0.977 -0.603 2.903
H -2.253 0.580 -1.532
H -4.515 -0.359 -3.992
H -5.269 -2.697 -4.306
H -4.400 -4.491 -2.818
H -2.783 -3.899 -1.034
H -0.121 -3.709 2.190
H 1.538 -3.671 4.153
H 2.925 -2.338 5.747
H 2.956 0.152 5.498
H 1.692 1.175 3.618
S 6.978 -0.573 3.063
C 5.593 -0.231 2.225
S 4.722 1.247 2.384
C 3.350 0.837 1.385
C 3.362 -0.397 0.843
S 2.104 -1.070 -0.161
S 4.746 -1.382 1.263
S 2.025 1.947 1.169
S 0.109 -1.232 -3.652
C 0.286 0.430 -3.566
N 1.100 1.001 -2.627
C 1.305 2.328 -2.475
C 0.706 3.218 -3.306
C -0.154 2.705 -4.304
C -0.361 1.365 -4.429
H 1.557 0.363 -1.966
H 1.938 2.598 -1.641
H 0.865 4.278 -3.178
H -0.667 3.386 -4.972
H -1.030 0.960 -5.174
C -0.725 4.018 1.760
S -1.416 2.533 1.104
O -2.810 2.774 0.879
O -1.121 1.460 2.111
O -0.611 2.159 -0.077
H -0.850 4.792 1.006
H 0.326 3.849 1.979
H -1.283 4.271 2.659
*
```

**ΔE to the lowest compared entry with this formula, charge and spin**: 0.435 eV
**HOMO level (alpha / beta)**: -4.4 / -4.5 eV
**Kohn-Sham gap (alpha / beta)**: 5.94 / 5.97 eV
**LUMO (alpha / beta)**: 1.53 / 1.44 eV
**<S²>**: 0.7542

***

[2]
The molecule C22H18N6O in a non-equilibrium geometry. Source: the Open Molecules 2025 dataset; level of theory: wB97M-V/def2-TZVPD.

ORCA input file:
```
! wB97M-V def2-TZVPD RIJCOSX def2/J DEFGRID3
* xyz 0 1
N -0.160 -0.287 -2.838
N -1.407 -0.471 -3.413
N -2.863 2.536 2.075
N -1.982 2.173 -0.029
N 3.223 0.369 -0.583
O -2.294 3.171 0.931
C -0.297 -0.212 -1.555
C -2.291 -0.605 -2.464
C 2.094 0.295 -1.280
C 3.240 0.164 0.765
C 2.035 -0.111 1.422
C 7.028 0.640 2.889
C 7.039 0.409 1.521
C 5.837 0.741 3.601
C 0.850 -0.178 0.701
C 5.803 0.272 0.840
C 4.618 0.580 2.908
C -3.239 -1.141 1.955
C -2.703 -1.342 0.696
C 0.878 0.000 -0.680
C 4.561 0.296 1.501
C -3.407 0.153 2.506
C -2.229 -0.237 -0.036
C -2.917 1.254 1.784
C -2.349 1.050 0.531
N -1.651 -0.427 -1.253
C -4.031 -1.975 -3.641
C -4.468 0.502 -3.131
C -3.765 -0.810 -2.675
H 2.148 0.430 -2.358
H 2.041 -0.258 2.475
H 7.940 0.739 3.426
H 7.978 0.406 0.966
H 5.846 0.815 4.688
H -0.080 -0.403 1.210
H 5.800 0.122 -0.227
H 3.734 0.617 3.545
H -3.678 -1.921 2.572
H -2.615 -2.372 0.324
H -3.854 0.303 3.503
H -3.549 -2.874 -3.320
H -3.606 -1.698 -4.639
H -5.116 -2.162 -3.745
H -5.544 0.358 -3.366
H -3.976 0.862 -4.040
H -4.381 1.274 -2.329
H -4.241 -1.048 -1.734
*
```

**ΔE to the lowest compared entry with this formula, charge and spin**: 2.612 eV
**HOMO level**: -8.5 eV
**Kohn-Sham gap**: 6.81 eV
**SMILES string**: CC(C)c1nnc(-c2ccc(-c3ccccc3)nc2)n1-c1cccc2nonc12
**LUMO**: -1.68 eV

***

[3]
C22H18N6ReSb as an isolated structure. Source: the Open Molecules 2025 dataset; level of theory: wB97M-V/def2-TZVPD.

ORCA input file:
```
! wB97M-V def2-TZVPD RIJCOSX def2/J DEFGRID3
* xyz 3 4
Re 0.187 -0.085 -0.030
C 2.618 0.055 1.459
C 1.674 0.901 2.269
C 2.005 1.542 3.442
C 1.038 2.297 4.091
C -0.240 2.400 3.544
C -0.531 1.745 2.364
N 0.424 1.006 1.753
Sb -2.427 1.844 1.385
C -1.519 2.253 -0.521
C -2.057 3.334 -1.181
C -1.528 3.744 -2.403
C -0.449 3.061 -2.918
C 0.084 1.966 -2.256
C 1.282 1.281 -2.838
N -0.477 1.555 -1.076
C -2.507 -0.288 1.091
C -3.695 -0.842 1.510
C -3.895 -2.218 1.432
C -2.874 -3.003 0.949
C -1.681 -2.443 0.517
C -0.601 -3.363 0.040
N -1.516 -1.082 0.565
H 3.626 0.038 1.877
H 2.752 0.453 0.438
H 2.309 -1.002 1.438
H 3.006 1.452 3.842
H 1.279 2.807 5.016
H -0.997 2.993 4.041
H -2.887 3.876 -0.746
H -1.943 4.595 -2.929
H 0.007 3.371 -3.848
H 1.695 1.902 -3.629
H 1.012 0.324 -3.284
H 2.076 1.132 -2.103
H -4.475 -0.207 1.911
H -4.826 -2.662 1.764
H -2.982 -4.078 0.903
H -0.867 -4.382 0.308
H 0.364 -3.153 0.504
H -0.513 -3.327 -1.044
N 1.034 -1.237 -1.341
C 1.758 -1.984 -1.900
C 2.607 -2.838 -2.544
C 3.950 -2.912 -2.095
N 5.032 -2.985 -1.705
C 2.078 -3.610 -3.611
N 1.590 -4.228 -4.452
*
```

**HOMO level (alpha / beta)**: -18.3 / -18.2 eV
**Kohn-Sham gap (alpha / beta)**: 6.83 / 5.97 eV
**LUMO (alpha / beta)**: -11.45 / -12.21 eV
**<S²>**: 3.9154

***

no.,energy (Eh)
1,-5081.459701
2,-1252.816863
3,-1495.051365